A cluster of 2 separate species, C9H11NO2 in total, computed with the ωB97M-V functional and the def2-TZVPD basis.

```
23
Properties=species:S:1:pos:R:3:forces:R:3:lowdin_charge:R:1
C -2.104002 0.190049 0.361350 1.05 0.03 1.67 -0.380
C -2.274166 -0.490940 -0.964901 -1.17 0.12 -0.26 -0.192
C -1.572531 1.556384 0.270394 0.17 1.64 -1.48 -0.052
C -1.093186 2.607341 -0.126570 -0.96 -1.29 0.79 0.125
C 2.409923 1.242665 -0.496525 -0.25 -0.38 0.48 -0.014
C 1.397701 -1.006525 -0.892378 -0.71 -0.48 -0.89 -0.132
C 0.819673 -2.009615 -0.147036 0.08 -0.70 0.51 -0.110
C 0.876537 -1.596653 1.227049 0.13 0.33 -0.68 -0.109
C 1.437737 -0.327012 1.227113 -0.57 -0.23 0.25 -0.117
H -3.403247 -0.930774 1.054343 -0.54 0.45 0.26 0.098
H -1.273181 -0.364109 0.844315 0.04 -0.08 -0.24 0.128
H -1.704691 -0.070958 -1.793391 0.40 -0.17 -0.35 0.128
H -0.807999 3.599154 -0.431196 0.06 -0.45 0.20 0.035
H 2.843759 1.725403 0.401215 -0.30 -0.22 -0.61 0.095
H 3.215917 0.962146 -1.182088 -0.11 0.09 0.18 0.087
H 1.727643 1.932672 -1.014228 0.15 -0.21 0.28 0.074
H 1.576157 -0.923094 -1.969292 -0.09 -0.09 0.58 0.125
H 0.434143 -2.982336 -0.490574 0.35 0.76 0.07 0.104
H 0.546909 -2.185547 2.072037 0.04 0.24 -0.03 0.094
H 1.576509 0.409341 2.013441 0.08 -0.35 -0.12 0.119
N 1.701882 0.015733 -0.065976 1.11 1.19 0.02 -0.175
O -3.247836 0.024412 1.188610 0.48 -0.33 -0.58 -0.007
O -3.083651 -1.377728 -1.085708 0.56 0.13 -0.04 0.077
```
Positions in Å, forces in eV/Å.

## Properties
Structure (SMILES): C#C[C@@H](O)C=O.Cn1cccc1
Molecular weight in u: 165.2
Electronic energy in eV: -15093.1355
Energy relative to the best compared isomer or geometry (same formula, charge and spin) in kJ/mol: 390.7
LUMO energy in eV: 0.681